51
Properties=species:S:1:pos:R:3:forces:R:3 method="wB97M-V/def2-TZVPD" smiles="C[C@H](Br)CC1=CC(=O)C=CC1=O.CCOC(=O)OC.CCOC(=O)OC" homo_energy_ev=-10.15 homo_lumo_gap_ev=9.11 total_charge=0
C 3.3679 1.0062 1.1539 -0.23 -0.30 -0.31
C 2.3028 0.3244 0.2703 -0.09 0.46 0.46
Br 3.1423 -0.8315 -1.0608 0.06 -0.08 0.27
C 1.3079 1.3115 -0.3958 -0.02 -0.29 -0.32
C -0.0957 0.9243 -0.0380 0.15 0.08 -0.04
C -0.8931 1.5894 0.7960 -0.02 -0.32 -0.12
C -2.2565 1.0281 1.0489 0.15 -0.08 -0.01
O -3.2432 1.7130 1.1737 0.02 0.04 0.32
C -2.3131 -0.4736 1.0658 0.17 -0.13 0.01
C -1.5276 -1.1460 0.2315 0.19 0.28 0.00
C -0.6344 -0.3410 -0.6630 -0.24 0.02 0.29
O -0.4028 -0.6397 -1.8076 0.27 -0.16 -0.01
H 3.0702 2.0292 1.3765 0.07 0.04 0.01
H 4.3292 1.0015 0.6466 0.06 0.19 0.09
H 3.4636 0.4702 2.0963 0.14 -0.03 -0.02
H 1.7366 -0.3541 0.9050 0.01 -0.14 -0.13
H 1.5106 2.3340 -0.0831 0.00 0.00 0.07
H 1.4149 1.2667 -1.4808 0.01 0.07 0.01
H -0.5819 2.5105 1.2721 -0.24 0.14 -0.08
H -2.9817 -0.9820 1.7490 -0.21 0.18 -0.08
H -1.4976 -2.2256 0.1693 -0.13 0.00 -0.19
C -2.3988 -1.5176 8.1252 -0.06 0.19 -0.04
C -3.0659 -2.3671 7.0650 0.22 -0.19 0.18
O -4.1422 -1.6698 6.4190 -0.04 0.04 -0.01
C -3.7767 -0.7721 5.5062 -0.08 -0.10 -0.06
O -2.6474 -0.5311 5.1588 0.03 0.01 0.00
O -4.8764 -0.1993 5.0217 0.03 0.03 0.05
C -4.6225 0.8441 4.0743 -0.12 0.14 -0.10
H -3.1369 -1.1563 8.8422 0.00 -0.08 0.03
H -1.6495 -2.1029 8.6582 -0.01 -0.03 0.00
H -1.9077 -0.6521 7.6825 0.03 -0.04 -0.04
H -3.5299 -3.2416 7.5171 -0.12 0.04 -0.05
H -2.3514 -2.7125 6.3180 -0.01 0.11 -0.05
H -3.9696 0.4994 3.2814 0.05 0.01 0.02
H -4.1795 1.7053 4.5719 0.07 -0.03 -0.02
H -5.5821 1.1233 3.6505 -0.05 -0.08 0.09
C 4.3467 1.1595 -8.2007 0.05 -0.05 0.18
C 2.9947 0.5324 -8.4662 0.08 0.20 -0.25
O 2.7101 -0.5346 -7.5507 0.00 -0.04 0.02
C 2.3232 -0.1527 -6.3318 -0.05 -0.07 -0.01
O 2.1683 0.9834 -5.9629 0.02 0.03 0.01
O 2.1274 -1.2448 -5.5987 0.00 0.00 0.00
C 1.7492 -0.9840 -4.2397 -0.10 -0.04 0.06
H 5.1271 0.3975 -8.2099 -0.01 0.00 -0.08
H 4.5730 1.9026 -8.9656 -0.01 -0.01 -0.02
H 4.3663 1.6499 -7.2285 -0.06 0.03 -0.02
H 2.9797 0.0691 -9.4512 -0.03 -0.11 0.06
H 2.1950 1.2719 -8.4290 0.01 -0.01 0.12
H 0.8758 -0.3384 -4.1928 0.04 0.05 -0.02
H 2.5760 -0.5339 -3.6970 -0.05 0.09 -0.14
H 1.5057 -1.9433 -3.7930 0.05 -0.05 -0.11

9
Properties=species:S:1:pos:R:3:forces:R:3 method="wB97M-V/def2-TZVPD" homo_energy_ev="-7.98 / -10.04" spin_multiplicity=3 homo_lumo_gap_ev="8.48 / 8.49" s_squared=2.011 total_charge=0
C 0.3589 -0.0435 0.0095 2.24 1.24 -2.79
C 1.1609 1.3177 0.1514 0.49 -1.35 -0.27
C 1.2018 -1.3752 -0.1137 -0.86 2.06 -0.56
Br 2.1785 2.2280 -1.1907 -0.81 -0.63 0.27
Br 2.0085 1.3290 1.8081 0.20 1.04 0.60
Br 2.0425 -1.8971 1.4320 0.13 -0.97 0.44
Br 2.1872 -1.6781 -1.7102 -0.57 0.17 0.42
H -0.1810 0.0473 0.8858 -1.22 -0.77 1.97
H -0.3499 0.1722 -0.8078 0.39 -0.80 -0.07

22
Properties=species:S:1:pos:R:3:forces:R:3 method="wB97M-V/def2-TZVPD" homo_energy_ev=-14.28 homo_lumo_gap_ev=11.53 total_charge=+1
C -0.2665 -2.9443 -0.4944 0.45 0.03 -0.33
N 1.1637 -3.2017 -0.2326 -0.78 0.88 0.04
C -0.9624 -2.3992 0.7723 0.75 -1.26 0.23
N 0.0273 -1.6321 1.5741 0.77 -0.47 -0.36
H -0.7684 -3.8380 -0.8611 -0.19 -0.01 0.25
H -0.3389 -2.2342 -1.3185 -0.06 0.19 0.16
H 1.3762 -4.1776 -0.2056 0.25 -0.44 -0.04
H 1.7042 -2.7355 -0.9442 0.35 -0.30 -0.04
H -1.2766 -3.2333 1.3955 -0.13 0.01 -0.03
H -1.8055 -1.8028 0.5397 -0.76 0.65 -0.14
H 0.0692 -1.9121 2.5478 -0.50 0.33 0.25
H 0.9541 -1.9598 1.2153 -0.11 -0.01 -0.29
H -0.0314 -0.6121 1.4716 -0.02 0.49 0.45
H 0.9872 3.8394 -0.9045 0.32 -0.30 0.37
H -0.4451 3.9196 -0.8784 -0.31 -0.23 0.43
O 0.2543 3.4311 -0.4180 0.08 0.40 -0.67
H -0.7267 5.0015 -3.0988 0.08 0.05 -0.18
H -0.5009 6.3964 -2.5475 0.12 0.06 0.02
O -0.0626 5.5458 -2.6614 -0.26 -0.21 0.17
H 0.2456 1.6416 0.8991 -0.10 0.42 -0.02
H 0.3484 1.7429 2.4300 -0.02 0.03 0.00
O 0.0546 1.1646 1.7196 0.06 -0.30 -0.29

19
Properties=species:S:1:pos:R:3:forces:R:3 method="wB97M-V/def2-TZVPD" smiles="C=C(C)O[C@@H](O)NC" homo_energy_ev=-8.74 homo_lumo_gap_ev=9.61 total_charge=0
C -1.8794 -0.6213 1.6618 0.11 -0.08 -0.09
C -1.3649 -0.5278 0.4411 -0.08 -0.13 0.10
C -2.1577 -0.7033 -0.8178 0.15 0.11 0.00
O -0.0027 -0.3409 0.3398 0.01 0.08 -0.27
C 0.5576 0.1218 -0.8781 1.14 -0.11 0.30
O 0.0746 1.3333 -1.2940 1.51 2.44 1.80
N 1.9795 0.4290 -0.6518 0.50 -1.78 -0.32
C 2.4550 0.6906 0.7056 -0.41 -0.33 0.06
H -2.9194 -0.8534 1.8065 -0.16 0.03 -0.07
H -1.2576 -0.5318 2.5364 0.13 0.09 0.09
H -1.8019 -1.5702 -1.3788 -0.01 0.00 -0.03
H -3.2057 -0.8546 -0.5721 0.02 -0.02 0.02
H -2.0692 0.1781 -1.4527 -0.03 -0.02 -0.05
H 0.4367 -0.6171 -1.6820 0.03 0.00 0.27
H 0.8791 1.8753 -0.8301 -3.04 -0.79 -2.15
H 2.5313 -0.3206 -1.0576 0.09 0.22 0.02
H 3.5124 0.9402 0.6479 -0.03 0.13 -0.03
H 1.9008 1.5384 1.1030 0.12 0.03 0.26
H 2.3316 -0.1657 1.3730 -0.04 0.11 0.11

7
Properties=species:S:1:pos:R:3:forces:R:3 method="wB97M-V/def2-TZVPD" homo_energy_ev=-9.46 homo_lumo_gap_ev=9.01 total_charge=0
C -0.2550 0.3899 -0.3939 -0.41 0.80 0.90
C 0.7384 0.0980 0.4693 0.27 -0.54 -0.69
S -2.0278 0.3938 0.1073 2.02 0.45 -0.26
Cl 2.4420 -0.0243 0.0510 -1.00 0.40 -0.18
Cl -2.3387 -1.4669 -0.5165 -0.55 -0.94 -0.23
Br 0.1042 1.0165 -2.1434 0.00 -0.25 0.25
Br 0.4719 -0.5332 2.2065 -0.33 0.07 0.21

92
Properties=species:S:1:pos:R:3:forces:R:3 method="wB97M-V/def2-TZVPD" homo_energy_ev="-15.49 / -16.03" spin_multiplicity=3 homo_lumo_gap_ev="8.31 / 5.27" s_squared=2.022 total_charge=+3
Au 0.4461 -0.7960 0.3989 -0.05 -0.02 -0.04
C -3.9662 3.0540 1.3248 0.00 0.01 0.00
N -2.7690 3.8918 1.2399 -0.01 0.02 0.00
C -2.9780 5.3058 1.5690 -0.01 -0.01 -0.02
C -1.5765 3.4257 0.8237 -0.01 -0.04 -0.01
N -1.0108 2.2614 1.2156 0.07 0.03 -0.08
C -1.6125 1.4342 2.2232 0.01 0.05 0.01
C -0.5385 0.8355 3.1352 -0.01 -0.03 0.00
N 0.2072 -0.3451 2.6464 0.04 0.05 -0.02
C 1.6297 -0.2618 3.0698 0.00 0.00 0.02
C 2.4240 0.5864 2.0831 -0.01 0.00 -0.03
N 2.3716 -0.0589 0.7685 0.07 0.00 0.03
C 3.4990 -0.2606 0.0835 -0.06 -0.03 0.01
N 3.6681 -1.4022 -0.6158 0.02 0.00 0.00
C 4.3938 -1.4500 -1.8800 -0.01 0.01 0.02
C 3.2038 -2.6898 -0.1222 0.00 0.01 -0.01
N 4.4848 0.6551 0.0694 0.01 0.00 -0.02
C 4.2119 2.0799 0.1833 -0.02 0.00 0.02
C 5.9000 0.2935 -0.0230 0.00 0.00 0.00
C -0.4476 -1.6204 3.0184 0.01 0.00 0.02
C -1.6971 -1.8893 2.1930 0.02 -0.03 -0.01
N -1.4297 -1.7061 0.7556 -0.07 0.00 0.00
C -2.2879 -2.2182 -0.1302 0.07 -0.01 -0.05
N -2.5221 -1.5739 -1.2943 0.00 0.00 -0.02
C -2.4184 -0.1334 -1.4399 0.01 0.02 0.00
C -2.8744 -2.2790 -2.5237 -0.01 0.01 0.00
N -2.9319 -3.3851 0.0780 -0.03 -0.02 0.03
C -2.3045 -4.5165 0.7512 -0.01 0.02 -0.01
C -4.3083 -3.6178 -0.3611 0.01 0.00 0.01
N -0.8378 4.1619 -0.0284 -0.04 0.01 0.06
C -1.4434 5.1621 -0.9045 -0.01 0.01 0.02
C 0.6195 4.0821 -0.0856 -0.01 0.00 -0.01
H -4.3091 2.9609 2.3560 0.00 0.00 0.00
H -3.7795 2.0716 0.9001 -0.01 0.01 0.01
H -4.7590 3.5283 0.7449 0.00 -0.01 -0.01
H -3.5370 5.3461 2.5034 0.00 0.00 0.00
H -3.5510 5.8268 0.8015 0.00 0.00 0.00
H -2.0225 5.8014 1.7181 0.00 0.00 0.01
H -2.1801 0.6436 1.7214 0.02 -0.02 0.00
H -2.3163 1.9889 2.8485 0.01 -0.01 0.01
H -1.0154 0.5683 4.0839 -0.01 0.01 0.00
H 0.1793 1.6240 3.3570 -0.01 0.01 0.00
H 2.0395 -1.2715 3.0804 0.01 0.01 0.00
H 1.7022 0.1385 4.0848 0.00 0.00 0.00
H 3.4529 0.6625 2.4394 0.01 0.01 -0.01
H 2.0157 1.6033 2.0486 0.00 0.00 0.00
H 4.5674 -0.4438 -2.2515 0.00 -0.01 -0.01
H 3.7846 -1.9892 -2.6089 0.01 0.00 -0.01
H 5.3486 -1.9688 -1.7834 0.00 0.00 0.00
H 4.0421 -3.3885 -0.1031 0.00 0.00 -0.01
H 2.4295 -3.1080 -0.7678 -0.01 -0.01 0.00
H 2.8162 -2.5861 0.8876 0.00 0.00 0.00
H 3.1611 2.2655 -0.0280 -0.02 0.00 0.01
H 4.8179 2.6126 -0.5500 0.00 0.00 0.00
H 4.4582 2.4684 1.1734 0.00 0.00 0.01
H 6.0261 -0.7706 0.1523 0.00 0.00 0.00
H 6.4465 0.8359 0.7483 0.00 0.00 0.00
H 6.3203 0.5560 -0.9944 0.00 0.00 0.00
H -0.6970 -1.6293 4.0843 0.00 0.00 0.00
H 0.2765 -2.4168 2.8401 -0.01 0.00 -0.01
H -2.5134 -1.2296 2.5075 0.01 0.00 0.00
H -2.0234 -2.8964 2.4457 -0.01 0.00 0.00
H -3.3627 0.2631 -1.8208 0.00 -0.02 0.00
H -1.6290 0.1289 -2.1477 -0.01 0.01 0.01
H -2.1906 0.3229 -0.4807 -0.02 0.00 0.00
H -3.9207 -2.1304 -2.7938 0.00 0.00 0.00
H -2.6843 -3.3432 -2.4150 0.01 0.02 -0.01
H -2.2553 -1.8929 -3.3355 0.00 0.00 0.00
H -1.2477 -4.3185 0.9153 0.00 0.00 0.00
H -2.3987 -5.3979 0.1151 -0.01 0.00 0.01
H -2.7910 -4.7382 1.7030 0.01 -0.01 0.01
H -4.7672 -2.6833 -0.6709 0.00 -0.01 0.01
H -4.8743 -4.0184 0.4799 -0.01 0.00 0.00
H -4.3573 -4.3360 -1.1805 -0.01 0.00 0.01
H -2.4914 4.9248 -1.0645 0.00 0.00 -0.01
H -0.9123 5.1348 -1.8538 -0.01 0.00 -0.01
H -1.3564 6.1689 -0.4936 0.01 0.00 0.00
H 0.9659 3.2438 0.5060 0.01 0.00 0.01
H 1.0428 5.0133 0.2965 0.00 0.00 -0.01
H 0.9243 3.9667 -1.1248 0.00 -0.01 0.00
N 0.4460 -3.6126 -4.4367 -0.01 0.01 -0.01
C 0.6873 -2.4484 -3.8085 -0.01 -0.03 0.00
C 0.4786 -2.2907 -2.4176 0.01 0.03 0.01
N 0.7176 -1.1314 -1.8317 0.02 0.00 0.04
C 1.1582 -0.1023 -2.5672 0.01 -0.01 0.00
C 1.3427 -0.2711 -3.9289 0.01 0.00 -0.03
N 1.1127 -1.4197 -4.5454 0.00 0.01 0.03
H 0.2444 -4.4599 -3.9376 0.01 0.00 0.00
H 0.6626 -3.6774 -5.4189 0.00 -0.01 0.00
H 0.1202 -3.1056 -1.7993 -0.01 -0.01 -0.01
H 1.3589 0.8308 -2.0601 0.00 0.01 0.00
H 1.6905 0.5504 -4.5444 0.00 0.00 0.00

18
Properties=species:S:1:pos:R:3:forces:R:3 method="wB97M-V/def2-TZVPD" homo_energy_ev="-10.63 / -15.73" spin_multiplicity=3 homo_lumo_gap_ev="7.61 / 8.37" s_squared=2.006 total_charge=+1
C -1.0715 -1.2584 -0.3133 -10.73 -0.70 0.11
C 0.2273 -1.1657 -0.4762 10.88 -2.02 -1.87
C -1.7082 -0.2393 0.6251 2.20 -0.93 -0.82
C 1.0251 -0.0473 0.0831 -1.57 0.42 -1.41
C 1.5056 0.9738 -0.9041 1.39 1.58 -0.42
N -0.4176 0.6021 1.0333 -0.51 0.56 -1.11
O -2.5810 0.5745 -0.0226 -0.61 0.51 0.03
O 2.0720 -0.1969 0.8783 0.99 -3.89 2.19
H -1.7119 -1.8273 -1.0829 0.74 1.40 1.26
H 0.7214 -2.0642 -1.0231 -0.18 1.64 1.53
H -2.1737 -0.7195 1.4747 -0.01 0.43 0.60
H 2.0318 1.7629 -0.3322 -0.06 -0.40 -0.11
H 0.7823 1.5468 -1.4612 -0.56 -0.42 -0.50
H 2.3240 0.5328 -1.5803 -1.54 0.35 0.96
H -0.6429 1.6113 0.8123 0.41 -1.32 0.30
H -0.1849 0.5451 2.0152 0.05 -0.07 0.37
H -2.4229 0.5427 -0.9749 -0.07 0.01 -0.09
H 2.2251 -1.1734 1.2487 -0.83 2.83 -1.03